{
  "formula": "C16H19BrIrN5S3",
  "method": "ωB97M-V/def2-TZVPD",
  "total_charge": 2,
  "e_homo_ha": [-0.4678, -0.4682],
  "lumo_energy_ev": [-8.811, -8.800],
  "total_energy_ha": -4767.1365,
  "orbital_gap_ev": [3.919, 3.940],
  "symbols": ["Ir", "C", "C", "C", "C", "C", "Br", "N", "C", "H", "H", "H", "H", "H", "H", "N", "C", "C", "N", "H", "H", "H", "H", "H", "H", "H", "H", "S", "C", "S", "C", "N", "N", "C", "C", "C", "C", "C", "C", "S", "H", "H", "H", "H", "H"],
  "positions_angstrom": [[-0.2361, 0.0786, -2.2098], [-0.2268, 5.9517, -2.7725], [0.4903, 4.6487, -2.7880], [1.8752, 4.5815, -2.9453], [2.5264, 3.3585, -2.8818], [1.7473, 2.2403, -2.6716], [2.4916, 0.4912, -2.4543], [0.4162, 2.2611, -2.5620], [-0.1946, 3.4428, -2.6274], [0.4788, 6.7772, -2.7388], [-0.8899, 6.0194, -1.9114], [-0.8411, 6.0606, -3.6651], [2.4465, 5.4841, -3.1031], [3.5979, 3.2791, -2.9816], [-1.2726, 3.4318, -2.5420], [-2.3891, -0.2584, -3.0274], [-2.6946, -1.6787, -2.7943], [-1.6312, -2.5521, -3.4690], [-0.2730, -2.0848, -3.1203], [-3.0649, 0.3208, -2.5324], [-2.4784, -0.0568, -4.0231], [-3.6814, -1.9480, -3.1860], [-2.6922, -1.8487, -1.7148], [-1.7594, -2.5161, -4.5525], [-1.7812, -3.5851, -3.1477], [0.3388, -2.1180, -3.9325], [0.1388, -2.6979, -2.4225], [0.3838, 1.1139, 5.1558], [0.1729, 0.2711, 3.7359], [-0.2887, 1.0954, 2.2688], [-0.3290, -0.4997, 1.4695], [0.0108, -1.4532, 2.2640], [0.2941, -1.0652, 3.5038], [0.6210, -2.0608, 4.4489], [0.7052, -1.8047, 5.8137], [0.9703, -2.8197, 6.7076], [1.1586, -4.1164, 6.2459], [1.0977, -4.3726, 4.8844], [0.8323, -3.3623, 3.9828], [-1.0292, -0.7615, -0.0588], [0.5551, -0.8004, 6.2014], [1.0144, -2.6071, 7.7639], [1.3474, -4.9114, 6.9502], [1.2550, -5.3751, 4.5185], [0.7848, -3.5544, 2.9226]],
  "forces_ev_per_a": [[0.1, -1.1, -2.4], [-0.2, 0.1, -0.1], [0.3, -0.4, 0.0], [-0.4, -0.2, 0.1], [-0.1, -0.5, 0.0], [0.0, 0.4, 0.0], [-1.1, -0.1, 0.4], [0.1, -1.3, 0.8], [-0.2, 0.5, 0.0], [0.0, 0.0, 0.0], [0.0, 0.0, 0.0], [0.0, 0.1, -0.1], [0.1, 0.1, 0.0], [0.1, 0.0, 0.0], [0.0, 0.0, 0.1], [1.3, 0.6, 1.0], [0.2, -0.7, 0.0], [-0.8, 0.2, 0.1], [0.2, 1.2, 1.4], [0.1, 0.0, -0.1], [0.2, 0.2, 0.1], [0.1, 0.1, 0.1], [-0.1, 0.0, -0.2], [0.1, 0.0, 0.0], [0.1, 0.1, -0.1], [0.0, 0.2, 0.1], [0.0, 0.0, 0.0], [-0.2, 0.1, -1.5], [0.1, 2.5, 1.8], [0.0, -1.0, -0.2], [0.0, 2.3, -0.3], [0.5, -1.3, 0.4], [-0.4, -0.4, -1.4], [0.2, -1.2, 0.6], [-0.2, 0.8, 0.4], [0.1, -0.6, -0.3], [0.0, 0.3, 0.2], [0.0, -0.1, -0.1], [0.0, 0.2, -0.1], [-0.2, -0.2, -0.8], [0.0, -0.7, -0.1], [0.0, 0.1, 0.1], [0.0, -0.1, 0.0], [0.0, -0.1, 0.0], [0.0, -0.2, 0.0]]
}

***

{
  "formula": "C12H17N3O3S",
  "method": "ωB97M-V/def2-TZVPD",
  "e_homo_ha": -0.3016,
  "lumo_energy_ev": 0.553,
  "total_energy_ha": -1255.6562,
  "smiles": "CS(=O)(=O)N1CCN(C(=O)Nc2ccccc2)CC1",
  "orbital_gap_ev": 8.760,
  "de_lowest_kj_mol": 0.8,
  "symbols": ["C", "S", "O", "O", "N", "C", "C", "N", "C", "O", "N", "C", "C", "C", "C", "C", "C", "C", "C", "H", "H", "H", "H", "H", "H", "H", "H", "H", "H", "H", "H", "H", "H", "H", "H", "H"],
  "positions_angstrom": [[-4.2260, -1.4667, -1.4323], [-2.7775, -1.2507, -0.3762], [-1.5958, -1.3381, -1.1841], [-2.8880, -2.1360, 0.7455], [-3.0455, 0.3212, 0.1841], [-2.5757, 0.5053, 1.5405], [-1.0440, 0.4538, 1.5793], [-0.4954, 1.3079, 0.5409], [0.7291, 1.1244, -0.0663], [1.0400, 1.7633, -1.0509], [1.5560, 0.2463, 0.5818], [2.8285, -0.1853, 0.1995], [3.4546, -1.1312, 1.0105], [4.7165, -1.5973, 0.6979], [5.3730, -1.1284, -0.4276], [4.7525, -0.1906, -1.2350], [3.4898, 0.2843, -0.9309], [-1.4416, 2.1742, -0.1250], [-2.5785, 1.3494, -0.7380], [-4.1936, -2.4679, -1.8428], [-4.1878, -0.7290, -2.2218], [-5.0977, -1.3334, -0.8073], [-2.9817, -0.3137, 2.1337], [-2.9644, 1.4518, 1.9212], [-0.6817, 0.7654, 2.5699], [-0.7665, -0.5918, 1.3992], [1.2048, -0.2052, 1.4116], [2.9446, -1.5031, 1.8894], [5.1878, -2.3307, 1.3359], [6.3593, -1.4930, -0.6723], [5.2563, 0.1795, -2.1157], [3.0092, 1.0132, -1.5604], [-1.8331, 2.9035, 0.5918], [-0.8964, 2.7026, -0.9087], [-2.2114, 0.8468, -1.6350], [-3.4197, 1.9993, -1.0025]],
  "forces_ev_per_a": [[0.7, 0.1, 0.6], [-0.9, 0.0, -0.4], [0.1, 0.2, -0.2], [-0.2, 0.0, 0.3], [0.0, -1.1, -0.3], [0.2, -0.2, 0.5], [0.0, 0.0, 0.4], [-0.2, -0.1, -0.1], [-0.2, 0.2, 0.4], [0.3, 0.0, -0.4], [-0.3, -0.3, 0.4], [0.3, 0.0, -0.2], [-0.1, 0.1, 0.0], [0.0, 0.0, 0.0], [0.1, 0.0, -0.1], [0.1, -0.1, 0.1], [-0.1, 0.2, -0.1], [0.0, 0.1, -0.2], [0.1, 0.5, -0.4], [0.1, -0.2, 0.0], [0.0, 0.2, -0.2], [-0.2, 0.0, 0.1], [0.1, 0.2, 0.2], [0.0, -0.1, 0.0], [-0.1, -0.2, 0.0], [0.1, 0.1, 0.1], [0.0, 0.1, -0.1], [-0.1, 0.0, 0.1], [0.0, 0.0, 0.1], [0.1, 0.0, 0.0], [0.0, 0.0, -0.1], [0.0, 0.0, 0.0], [0.0, 0.0, -0.1], [-0.2, 0.0, 0.1], [0.0, 0.3, -0.1], [0.1, 0.0, -0.1]]
}

***

{
  "formula": "C7H12O2",
  "method": "ωB97M-V/def2-TZVPD",
  "e_homo_ha": [-0.3619, -0.3621],
  "lumo_energy_ev": [-1.136, -1.137],
  "total_energy_ha": -424.2475,
  "orbital_gap_ev": [8.712, 8.715],
  "de_lowest_kj_mol": 390.0,
  "symbols": ["C", "C", "C", "C", "C", "C", "C", "O", "O", "H", "H", "H", "H", "H", "H", "H", "H", "H", "H", "H", "H"],
  "positions_angstrom": [[-2.1432, 0.2746, 0.1699], [-0.4241, 1.1608, 1.7395], [-0.7074, 0.2980, 0.4544], [0.2206, 0.5218, -1.6489], [0.2299, -1.8436, -0.6186], [1.7398, 0.0302, 0.3080], [0.3794, -0.2914, -0.2929], [-2.6841, 0.0307, -0.9094], [-0.6372, -0.0218, 2.4717], [-2.7375, 0.3720, 1.0182], [0.5770, 1.6301, 1.7782], [-1.1130, 1.9259, 1.8915], [1.1182, 0.1159, -2.2619], [0.2612, 1.6208, -1.3891], [-0.7001, 0.2921, -2.1234], [-0.4537, -1.8216, -1.4772], [1.2212, -2.4218, -0.8406], [-0.3498, -2.3373, 0.2780], [2.4194, -0.5936, -0.0436], [1.7617, -0.0212, 1.3826], [2.0215, 1.0795, 0.1136]],
  "forces_ev_per_a": [[-0.4, -1.9, -2.6], [1.2, -1.9, -0.7], [0.1, 1.0, 4.4], [2.4, -0.2, 0.6], [-0.7, -0.1, 1.4], [-2.6, 3.4, 1.5], [0.8, -1.0, -1.0], [1.2, 0.6, 1.1], [0.0, 1.2, -3.6], [-1.1, 0.6, 1.9], [-0.3, -0.6, 0.0], [-1.6, 1.2, 0.4], [-1.5, 1.2, 0.7], [0.3, -1.1, -0.7], [-0.7, -0.2, -0.5], [0.3, -0.8, 0.1], [-1.9, 1.4, 0.4], [1.4, 0.7, -1.7], [3.2, -2.7, -1.8], [-0.2, -0.5, 0.5], [0.0, -0.4, -0.3]]
}